# 1
The following is a quantum chemistry calculation of the molecule C2H6 at a distorted geometry, from OMol25.

CARTESIAN COORDINATES (ANGSTROEM)
C: -0.2049 0.2652 -0.7703
H: -0.7373 1.1978 -0.6112
H: 0.3102 -1.3015 0.5642
H: -0.5818 -0.0232 1.4324
H: -0.8201 -0.5508 -1.1278
C: 0.1909 -0.2288 0.7130
H: 0.7462 0.3813 -1.2747
H: 1.0968 0.2601 1.0743

* SMILES string: CC
* HOMO energy: -11.58 eV
* largest force on an atom: 3.20 eV/A
* E_tot: -79.7798 Ha



# 2
The following is a quantum chemistry calculation of a 3-piece molecular cluster, C6H16O2 overall at a distorted geometry, from OMol25.

CARTESIAN COORDINATES (ANGSTROEM)
H: -1.7115 1.1030 2.0161
C: 3.0568 0.5550 -1.6734
H: -2.0725 0.6622 -1.8583
H: -0.2410 1.0813 2.3472
H: 4.1343 0.2793 -2.0863
H: 2.9846 -1.4516 -1.0625
H: 0.3387 1.2848 -1.3651
H: 0.0879 -0.1078 -2.2571
H: -1.8757 -1.7508 -1.6838
C: -0.0723 0.3190 -1.2554
H: -3.0569 -1.3359 -0.5636
O: -0.8627 1.5878 1.9280
H: 2.7659 1.4748 -2.0657
H: -1.3478 -1.6322 -0.0053
C: -1.6088 0.3431 -0.8679
C: 0.9934 -0.4815 -0.3989
H: 1.0060 -0.3790 0.6982
H: -1.1344 -0.2459 4.2872
C: -1.9958 -1.1710 -0.7391
H: -1.9528 1.0151 -0.0824
C: 2.3567 -0.4151 -0.9675
H: 0.6924 -1.4286 -0.6085
H: -0.1264 0.7884 4.3375
O: -0.3582 -0.0943 3.9266

* SMILES string: C=CCCCC.O.O
* HOMO energy: -9.23 eV
* largest force on an atom: 7.08 eV/A
* E_tot: -388.5737 Ha



# 3
The following is a quantum chemistry calculation of C28H40BaNO2 as an isolated structure at a distorted geometry, from OMol25.

CARTESIAN COORDINATES (ANGSTROEM)
H: 4.5997 1.0682 -1.5257
H: 3.2728 1.9111 2.0198
H: 2.3266 1.3693 -3.4085
H: -4.5125 -4.0887 1.0542
C: -0.8628 -4.0925 -2.0158
H: -3.1380 -5.7465 -0.0772
H: 3.0643 4.0419 -1.2411
H: -1.5536 0.1597 3.3252
H: -1.7568 -5.1747 2.0820
H: 0.9836 2.0614 -4.4821
C: 0.8327 -1.7230 1.9140
H: -2.2212 -4.9341 3.7809
H: 2.1197 5.5525 -1.2259
H: 1.3108 -2.6428 1.5688
H: 3.5793 3.4169 1.1203
H: 1.4734 4.0955 -0.3858
C: -3.0970 1.6624 -1.4828
H: 0.5790 5.9793 -2.8512
H: -2.1630 1.9864 1.7351
H: -1.4622 -6.1831 -1.9079
C: -2.5787 -4.8931 2.7456
C: -2.6658 2.4914 -0.4072
H: -3.4629 -0.5516 -1.5583
C: 4.1285 0.7216 -0.6036
C: 0.4855 0.4947 2.4723
H: -3.3132 -3.1590 4.4915
C: -2.6842 -3.6261 0.0519
H: 6.1714 0.2417 0.0759
H: -4.8266 -3.5056 3.5866
H: -0.1374 -4.2549 -2.8180
H: 0.6473 1.5678 2.6243
H: 4.8925 -0.2035 1.2370
C: 2.0355 4.4569 -1.2524
H: 3.3712 3.6064 -3.3934
H: 2.0630 4.2122 -4.5574
H: -4.0481 -2.3490 1.1093
O: 3.2399 1.7769 -0.1088
H: 3.5861 -0.2169 -0.8254
C: -2.4400 1.6538 0.7304
C: 5.2336 1.9231 1.1099
C: 0.2096 4.9502 -2.9692
C: 1.4164 -0.4297 1.9220
H: -3.9973 -1.9320 3.3874
H: 2.4390 -0.1818 1.6264
H: -3.3847 -5.6386 2.6377
C: 2.3000 3.6110 -3.6732
H: -2.7052 -0.5694 0.9841
C: 1.6404 2.2312 -3.6038
H: -0.0619 4.7918 -4.0269
C: -1.0359 -2.7780 -1.4739
O: 0.8261 2.5875 -2.4091
C: -2.7276 0.3187 0.3576
H: 5.6515 1.9250 2.1190
C: -3.1424 0.3258 -0.9966
C: -0.4771 -1.6136 2.4652
H: -0.4542 -1.9482 -1.9168
C: 3.7660 2.3329 1.1140
N: -3.0316 -3.5405 2.4657
C: -2.5215 -4.9386 -0.4973
H: -0.6922 4.8328 -2.3475
C: -0.6762 -0.2472 2.8172
H: -1.2040 -2.4179 2.5934
H: 5.7537 2.5745 0.4151
C: -3.8448 -3.0059 3.5451
Ba: -0.3693 0.7075 -1.4760
C: -1.9452 -2.6028 -0.4814
C: -3.6631 -3.3802 1.1577
C: 5.2005 0.5328 0.4751
H: -3.4382 1.9735 -2.4690
C: 1.3483 4.0047 -2.5246
C: -1.6038 -5.1588 -1.5108
H: -2.6481 3.5771 -0.4129

* HOMO energy: -1.87 eV
* largest force on an atom: 3.73 eV/A
* E_tot: -1321.4470 Ha
* charge: -1



# 4
The following is a quantum chemistry calculation of C4H7CdO2 as an isolated structure at a distorted geometry, from OMol25.

CARTESIAN COORDINATES (ANGSTROEM)
H: -0.6819 -0.9832 0.4567
H: 1.2243 0.6590 0.4417
O: -0.6989 -0.8801 1.9746
C: -0.3575 0.2949 1.6780
H: -1.4883 0.6795 -0.8790
H: 1.2989 0.1457 -2.0962
O: -0.4406 -0.1672 -3.0240
H: 1.1787 -1.3083 0.7898
H: -1.1175 1.0764 1.8292
Cd: 1.2053 -2.7803 2.2975
H: -0.1779 1.9268 -0.7856
C: -0.4057 0.8504 -0.8582
C: 0.2057 0.3596 -2.1507
C: 0.2554 0.1268 0.3262

* HOMO energy: -13.20 eV
* largest force on an atom: 5.58 eV/A
* E_tot: -474.2535 Ha
* charge: +1



# 5
The following is a quantum chemistry calculation of C5H9I as an isolated structure at a distorted geometry, from OMol25.

CARTESIAN COORDINATES (ANGSTROEM)
H: -0.3526 -3.4602 2.0369
H: -1.6579 -3.7725 3.1881
C: -1.4136 -3.1987 2.2534
H: 0.4140 1.5751 1.9742
C: -1.3380 -1.8215 2.7440
H: 2.7935 -1.4164 1.0298
H: 2.8642 -0.2191 -0.2484
I: -2.9998 -0.9092 2.0033
H: 1.9004 1.8673 0.8589
H: 1.8671 -1.6132 -0.4590
C: 1.1921 -0.0149 0.9937
H: -2.0135 -3.3761 1.3602
C: 1.1773 1.2864 1.2928
H: 0.3787 -0.5736 1.4846
C: 2.2689 -0.8491 0.3085

* HOMO energy: -8.80 eV
* largest force on an atom: 3.51 eV/A
* E_tot: -493.4232 Ha



Kohn-Sham gap list, top to bottom, in Eh: 0.474, 0.357, 0.122, 0.251, 0.297
Energy relative to the best compared isomer or geometry (same formula, charge and spin) list, top to bottom, in kJ/mol: 31.8, 281.0, 213.2, 483.1, 430.6
E_LUMO list, top to bottom, in eV: 1.32, 0.50, 1.44, -6.38, -0.72